(1)
Entry from the OMol25 dataset: one molecule with the formula C19H31N3O3S (ωB97M-V/def2-TZVPD).

Output
- Kohn-Sham gap: 7.8 eV
- Structure (SMILES): CCCS(=O)(=O)N1CCC(C(=O)NCCN(CC)c2ccccc2)CC1
- Total energy: -1530.77829 hartree

Geometry as XYZ:
```
57
Properties=species:S:1:pos:R:3:forces:R:3
C -5.01729 -3.01409 -0.97807 -0.2025 0.0751 0.0225
C -5.77093 -2.03829 -0.08350 0.0978 -0.1200 -0.2413
C -4.82157 -1.28102 0.82723 0.2091 0.4287 -0.3287
S -3.77012 -0.17772 -0.17181 -0.1678 0.0866 0.8475
O -2.54596 -0.86106 -0.51866 0.0151 -0.1856 0.1518
O -4.53443 0.35891 -1.25650 -0.3230 0.2226 -0.0843
N -3.51132 1.08274 0.92296 -0.4779 -0.6301 -0.5729
C -2.53697 0.80292 1.95953 0.4695 -0.3981 0.2325
C -1.10175 0.78829 1.43125 -0.0868 0.0826 0.1023
C -0.78831 2.05627 0.62664 0.1388 -0.0679 -0.1165
C 0.56027 1.91660 -0.08449 -0.5226 0.1959 0.3921
O 1.49505 2.65621 0.13833 0.3055 0.2585 0.1009
N 0.60589 0.91057 -0.98273 -0.0052 -0.4281 -0.2929
C 1.77719 0.61522 -1.77111 0.2478 -0.2278 -0.1338
C 2.31014 -0.80707 -1.50826 0.0229 0.4711 -0.1593
N 2.97215 -0.94485 -0.23747 -0.2634 0.0568 -0.0188
C 2.16760 -1.41636 0.86499 0.0260 -0.3865 0.1763
C 2.22426 -2.93857 1.02524 -0.0080 0.3096 0.0406
C 4.30313 -0.62641 -0.08226 0.1431 -0.0077 -0.0143
C 5.03168 -0.00062 -1.10349 -0.1038 -0.0087 -0.1463
C 6.37046 0.29848 -0.94750 0.0903 -0.0032 0.0386
C 7.03638 -0.00265 0.22718 0.1635 0.0450 0.0038
C 6.33072 -0.61467 1.24770 0.0592 0.0307 -0.0214
C 4.99425 -0.92699 1.09960 -0.1073 -0.0310 0.1596
C -1.89189 2.37328 -0.39171 -0.1352 0.1313 0.2342
C -3.26343 2.36004 0.27772 0.0318 0.2926 -0.6450
H -5.70301 -3.51507 -1.65641 -0.0027 -0.0719 -0.0800
H -4.27576 -2.47715 -1.56326 0.0799 -0.1150 -0.1558
H -4.50725 -3.76789 -0.38179 0.0901 -0.0913 0.0186
H -6.50644 -2.57414 0.52206 0.0441 0.1324 0.0511
H -6.29730 -1.31064 -0.70303 -0.1329 -0.0627 0.0765
H -5.34638 -0.62186 1.51211 -0.0141 0.0202 0.0985
H -4.15673 -1.95059 1.36560 0.0921 -0.0185 0.1037
H -2.65600 1.57153 2.72992 -0.0767 -0.0952 -0.0165
H -2.78482 -0.16621 2.39644 0.0705 0.0493 0.2060
H -0.40455 0.70345 2.26681 0.0325 -0.0282 0.0089
H -0.99582 -0.09289 0.79987 0.1148 0.0716 0.1634
H -0.69740 2.90198 1.31694 0.0968 -0.0558 -0.1101
H -0.20686 0.32893 -1.12589 -0.0339 0.1090 0.0810
H 2.52877 1.35723 -1.49337 -0.0472 -0.0857 -0.1374
H 1.53741 0.71943 -2.83551 0.0730 0.0395 0.0298
H 1.46968 -1.50718 -1.53940 0.0715 -0.0515 -0.0420
H 2.99592 -1.08389 -2.31376 -0.0900 -0.0457 0.0012
H 2.48999 -0.92620 1.78696 -0.0894 0.0347 -0.0411
H 1.13285 -1.11550 0.68608 0.1019 0.0564 0.0571
H 1.61374 -3.24973 1.86924 -0.0756 -0.1111 0.1037
H 1.84985 -3.42615 0.12802 -0.0427 -0.0742 -0.0872
H 3.24634 -3.26908 1.18924 0.0941 -0.0659 0.0209
H 4.55706 0.27186 -2.03200 -0.0837 0.0262 -0.0706
H 6.89752 0.78194 -1.75792 0.0204 0.0382 -0.0598
H 8.08214 0.23636 0.34565 0.0798 0.0217 0.0080
H 6.82785 -0.86158 2.17539 0.0173 -0.0239 0.0627
H 4.49507 -1.41627 1.92000 -0.0931 -0.0640 0.0459
H -1.91051 1.62464 -1.18600 0.0515 0.1125 -0.0843
H -1.70342 3.34849 -0.84322 0.0198 -0.0149 -0.0750
H -3.34001 3.14018 1.04043 -0.0532 -0.0718 0.0086
H -4.05243 2.49842 -0.46144 0.0682 0.2431 0.0873
```
Positions in Å, forces in eV/Å.


(2)
Entry from the OMol25 dataset: C19H31N5O3P2RhSe2 as an isolated structure (ωB97M-V/def2-TZVPD).

Output
- Kohn-Sham gap: 7.0 eV
- Total charge: +1
- Total energy: -6838.15313 hartree

Geometry as XYZ:
```
63
Properties=species:S:1:pos:R:3:forces:R:3
Rh -0.96839 0.60469 1.41878 0.3112 -0.0543 0.1846
N -1.99432 2.15995 2.26505 0.0669 0.0051 0.0886
N -2.37427 1.70362 3.55055 0.2012 0.0851 0.0459
C -2.52588 0.31407 3.73670 -0.2997 -0.0093 -0.0615
O -3.07132 -0.10099 4.72266 0.0588 0.0222 0.0122
O -2.00489 -0.42015 2.77368 0.0398 0.0396 -0.0598
H -1.36599 2.95725 2.34544 -0.0451 0.0058 0.0736
H -2.80393 2.44000 1.71209 0.0476 -0.0263 -0.0891
H -2.96476 2.31016 4.09911 -0.0839 -0.0552 -0.0383
Se -1.81469 1.10375 -0.79066 0.1721 -0.0335 0.3783
P 0.03093 2.22512 -1.12410 0.1082 0.3884 -0.5044
Se 1.04119 1.94859 0.77286 -0.5164 -0.2364 -0.0457
C -0.33286 3.95384 -1.48303 0.0539 -0.0626 -0.0232
C 0.10016 4.98420 -0.65883 0.0163 -0.0033 0.0419
C -0.21750 6.29803 -0.97801 0.0009 0.0059 -0.0065
C -0.96651 6.57508 -2.11026 -0.0025 -0.0103 -0.0019
C -1.39808 5.54268 -2.93679 -0.0015 0.0046 0.0027
C -1.08102 4.23290 -2.62789 0.0274 -0.0051 -0.0317
C 0.97287 1.61147 -2.52764 -0.0482 0.0000 0.0337
C 0.60561 0.45959 -3.21211 -0.0017 -0.0520 0.0262
C 1.38103 0.02103 -4.27675 0.0002 -0.0038 0.0063
C 2.51813 0.72376 -4.64369 0.0038 0.0051 0.0051
C 2.88812 1.87270 -3.95302 -0.0001 -0.0149 -0.0008
C 2.11656 2.32114 -2.89659 -0.0185 0.0313 -0.0205
H 0.68699 4.76454 0.22430 -0.0132 -0.0043 0.0075
H 0.12351 7.10253 -0.34073 0.0019 0.0047 0.0005
H -1.21547 7.59884 -2.35523 0.0034 0.0034 -0.0019
H -1.97772 5.76229 -3.82293 -0.0058 -0.0007 -0.0003
H -1.41040 3.43016 -3.27864 0.0003 0.0007 -0.0021
H -0.27580 -0.09410 -2.91387 0.0017 0.0055 0.0021
H 1.09431 -0.87038 -4.81823 -0.0011 -0.0008 -0.0051
H 3.12042 0.37877 -5.47346 0.0002 0.0012 -0.0035
H 3.77381 2.42046 -4.24418 0.0068 0.0011 0.0029
H 2.39923 3.22280 -2.36520 -0.0026 0.0096 -0.0053
C 0.90754 -3.85258 3.30225 0.0436 -0.0320 -0.0343
N 0.63689 -2.54958 2.70203 -0.0294 -0.0429 0.0159
C 1.35954 -1.46418 3.34660 -0.0430 0.0073 -0.0082
P 0.14759 -2.49278 1.13729 -0.0139 -0.3289 0.0250
O -0.03020 -1.05358 0.70292 0.1112 0.2501 0.0123
N -1.18062 -3.46388 1.05941 0.0597 0.2867 -0.0451
C -2.15714 -3.41915 2.15481 -0.1526 -0.0786 0.0610
C -1.84492 -3.48563 -0.24836 0.0181 -0.0617 0.0122
N 1.22110 -3.15661 0.08280 -0.0903 0.1065 -0.0296
C 2.23138 -2.30150 -0.53322 -0.0160 -0.0012 -0.0390
C 1.20808 -4.53262 -0.38678 0.0163 -0.0374 0.0478
H 0.60707 -3.83788 4.35121 0.0043 -0.0102 0.0020
H 1.97218 -4.09991 3.24645 0.0031 -0.0048 0.0077
H 0.34265 -4.63256 2.79406 0.0221 0.0087 0.0221
H 1.02438 -1.36821 4.38055 0.0125 -0.0051 0.0148
H 1.17592 -0.52058 2.83984 -0.0202 0.0443 -0.0586
H 2.43921 -1.64731 3.34032 -0.0116 0.0026 0.0210
H -1.66425 -3.53239 3.11556 -0.0434 0.0281 -0.0059
H -2.85185 -4.24723 2.01568 0.0236 -0.0404 0.0224
H -2.71324 -2.47886 2.16649 0.0226 -0.1390 -0.0035
H -1.11529 -3.48967 -1.05444 0.0129 0.0089 -0.0202
H -2.49539 -2.61385 -0.37351 -0.0165 -0.0165 -0.0028
H -2.44963 -4.38933 -0.32336 -0.0007 0.0067 -0.0126
H 2.40358 -1.40989 0.06566 -0.0117 0.0224 -0.0034
H 1.93013 -1.98056 -1.53550 0.0220 -0.0210 -0.0075
H 3.16963 -2.85304 -0.60857 0.0019 0.0098 0.0073
H 0.52622 -5.13304 0.20977 -0.0118 0.0055 -0.0229
H 2.20984 -4.95878 -0.30353 -0.0090 -0.0118 0.0155
H 0.90054 -4.59323 -1.43578 0.0143 -0.0026 -0.0041
```
Positions in Å, forces in eV/Å.


(3)
Entry from the OMol25 dataset: a 3-piece molecular cluster, C19H32BBr2F6N4O6 overall in a non-equilibrium geometry (ωB97M-V/def2-TZVPD).

Output
- Kohn-Sham gap: 7.1 eV
- Total charge: +1
- Total energy: -7185.29445 hartree

Geometry as XYZ:
```
70
Properties=species:S:1:pos:R:3:forces:R:3
C 2.76456 -3.95478 -0.99118 -1.2564 2.9530 -3.3029
C 2.32245 -3.10290 -2.16638 0.8253 -2.3625 3.3540
C 1.81848 -1.56329 -1.83793 2.2497 -0.2497 0.7725
C 2.95266 -0.40968 -2.10330 0.9084 -0.7360 0.1512
C 2.33222 1.02900 -2.60180 1.0696 -2.0429 -1.2334
B 3.45877 2.19845 -2.31440 1.0649 2.6020 0.3991
O 4.53774 2.12749 -1.30513 -0.8687 -0.9021 -3.7806
O 3.39525 3.42130 -3.14878 -1.1402 -1.5078 2.3434
N 0.94804 1.34055 -2.07850 -1.9328 -2.5642 -0.7591
C 0.08956 0.10819 -1.90134 0.1485 1.0688 -0.8165
N -1.06730 0.13207 -1.11811 2.4923 -0.2465 -1.7469
C -1.82018 -1.17190 -0.97551 -0.7801 -2.5896 0.7037
C -2.62786 -1.66265 -2.31470 0.4521 0.1304 -1.0649
N -2.70761 -3.17942 -2.34609 -0.9199 0.8767 0.0411
C -1.58221 1.33817 -0.36651 -1.0851 0.5226 0.5344
Br -0.25063 1.97263 1.04128 -1.1091 -0.9083 -1.0078
C -2.11462 2.57404 -1.29990 -1.4898 -0.1791 0.1837
C -2.61210 2.15225 -2.80391 -0.5364 1.2731 -0.5049
Br -0.82163 4.15108 -1.36268 -1.1374 -1.2067 -0.5009
N 0.56982 -1.16682 -2.59362 -0.9822 1.7397 2.4353
H 2.59307 -5.12542 -0.95442 1.1554 2.6990 -0.3910
H 3.28304 -3.35669 -0.10989 -1.8722 -1.6173 -1.4861
H 2.32795 -3.56719 -3.26375 -0.7175 1.1629 2.6045
H 1.59971 -1.54807 -0.66456 0.1186 -0.0844 -2.6634
H 3.62894 -0.32519 -1.12482 -1.6022 0.1075 -2.1536
H 3.69604 -0.79503 -2.95342 -1.6718 0.9242 1.7455
H 2.23854 0.94776 -3.78922 0.3681 0.2251 2.3666
H 5.41085 2.05258 -1.81966 -1.6223 0.5394 1.2893
H 2.71002 4.07064 -2.80576 1.2586 -1.1279 -0.7007
H 0.52051 1.96937 -2.81538 0.0933 -0.5617 1.6466
H -2.61629 -1.17288 -0.08628 1.9923 0.6607 -1.8393
H -1.02449 -2.00366 -0.65909 -1.7977 1.7675 -1.0089
H -1.98283 -1.35310 -3.27046 -1.4654 -0.5511 2.1093
H -3.70600 -1.19730 -2.42211 2.1838 -0.4569 0.4922
H -3.15993 -3.54376 -1.47658 0.3821 0.4859 -1.0855
H -3.31574 -3.47516 -3.16198 0.9638 0.5364 1.4220
H -2.52394 0.97528 0.27136 2.3153 0.6330 -1.6032
H -3.07606 3.01604 -0.74689 2.4259 -1.0392 -1.0980
H -3.57991 2.81414 -3.02839 2.1941 -1.4515 0.4763
H -1.82127 2.49243 -3.62745 -1.6333 -1.0747 1.8413
H -2.95456 1.03970 -2.92161 0.9360 2.0668 0.3775
H 0.73493 -1.02033 -3.61318 0.0499 0.3085 1.2146
C 4.00749 -4.72739 5.10506 -0.3339 0.1374 -0.0008
C 4.58333 -5.81491 4.21868 0.5890 0.5358 0.3784
O 3.53991 -6.66845 3.72252 -1.3177 0.0831 -1.7762
C 2.83622 -6.19712 2.64549 2.2076 2.0790 0.8815
O 3.04608 -5.11153 2.11203 -0.8725 -2.4818 0.7516
C 1.79352 -7.22013 2.19504 -1.9049 -1.8611 -0.5949
F 1.08756 -7.74737 3.23672 0.8881 0.7899 -0.7119
F 2.36179 -8.27796 1.54787 -0.0494 1.1603 0.5836
F 0.87020 -6.70072 1.33770 1.1598 0.0107 0.8035
H 3.40884 -5.16453 5.91081 0.2109 0.0003 -0.0560
H 4.80742 -4.12483 5.54565 -0.0835 -0.1341 -0.0735
H 3.34550 -4.06376 4.54092 0.1845 -0.0475 0.0047
H 5.25782 -6.44694 4.80551 -0.3518 -0.1566 -0.2243
H 5.17034 -5.39834 3.39202 -0.3139 -0.0971 0.0225
C -1.97797 5.42001 1.83791 0.1392 0.1736 0.3294
C -3.27000 5.41828 1.04380 0.6052 0.1101 -0.2117
O -4.39527 5.64249 1.90804 -0.8136 1.2923 0.4846
C -4.63892 6.94534 2.25522 2.5461 0.5521 -1.8155
O -3.95534 7.89354 1.88002 -1.9605 -2.0646 1.1354
C -5.88516 7.04330 3.13498 -2.1648 0.4244 1.7837
F -5.90695 6.10484 4.12506 0.4404 0.6388 -1.0321
F -7.03199 6.86521 2.41816 1.2460 0.0691 0.1596
F -6.00793 8.25020 3.75600 0.6164 -1.1865 -0.9708
H -2.02722 4.69232 2.65445 -0.0153 -0.0101 -0.1803
H -1.12891 5.17211 1.19391 -0.2044 0.0570 0.1651
H -1.79263 6.39729 2.29338 -0.0583 -0.0849 -0.1809
H -3.41521 4.43597 0.58255 -0.3279 0.1751 0.3062
H -3.25048 6.15513 0.23253 -0.0884 0.0120 0.2827
```
Positions in Å, forces in eV/Å.


Which value of total energy does entry 1 give? -1530.77829 hartree